# 1
{
  "formula": "C17H31ClFN3O4S5",
  "method": "ωB97M-V with the def2-TZVPD basis set",
  "elements": ["C", "C", "C", "N", "C", "C", "F", "C", "Cl", "C", "C", "N", "S", "N", "C", "H", "H", "H", "H", "H", "H", "H", "C", "S", "O", "C", "H", "H", "H", "H", "H", "H", "C", "S", "O", "C", "H", "H", "H", "H", "H", "H", "C", "S", "O", "C", "H", "H", "H", "H", "H", "H", "C", "S", "O", "C", "H", "H", "H", "H", "H", "H"],
  "positions_angstrom": [[-3.68654, -2.48388, 3.28408], [-3.07490, -3.34488, 2.07479], [-3.48540, -4.92627, 2.00488], [-2.28411, -2.90583, 1.09115], [-2.83135, -1.74375, 0.38059], [-1.77990, -0.66659, -0.13400], [-0.36169, -0.77598, 0.09597], [-2.24960, 0.62613, -0.97013], [-1.03417, 1.85811, -1.62238], [-3.76483, 0.87173, -1.29359], [-4.84201, -0.18530, -0.79407], [-6.28371, -0.22898, -0.94904], [-6.93509, -1.63609, -0.20895], [-5.46351, -2.32284, 0.35308], [-4.34222, -1.46231, 0.02636], [-4.43800, -3.17827, 3.84471], [-4.35262, -1.63367, 2.84305], [-2.90758, -2.06532, 4.01515], [-3.08804, -5.53247, 2.89658], [-4.64860, -4.97829, 1.93582], [-3.11216, -5.34494, 0.98546], [-4.17020, 1.75966, -1.91292], [0.97319, 4.93297, 0.77926], [0.50799, 3.39531, 1.60759], [-0.12916, 3.76276, 2.91092], [2.19512, 2.85749, 1.96052], [0.06215, 5.46452, 0.49937], [1.56300, 5.55687, 1.45393], [1.54840, 4.70364, -0.11992], [2.70893, 3.61018, 2.56167], [2.73085, 2.69514, 1.02313], [2.14926, 1.91998, 2.51633], [-9.86483, -3.53456, -3.31179], [-9.92187, -1.98109, -2.39060], [-10.19242, -2.31827, -0.95870], [-11.47093, -1.39404, -3.11166], [-8.98525, -4.09484, -2.99081], [-10.76212, -4.12245, -3.10824], [-9.78831, -3.32297, -4.38003], [-12.26833, -2.11460, -2.92058], [-11.34210, -1.25141, -4.18636], [-11.72650, -0.43972, -2.64901], [5.59117, 3.05527, -1.66581], [5.12639, 1.51771, -0.83829], [4.48853, 1.88488, 0.46552], [6.81386, 0.98050, -0.48316], [4.68001, 3.58631, -1.94621], [6.18023, 3.67927, -0.99069], [6.16695, 2.82646, -2.56455], [7.32676, 1.73233, 0.11759], [7.34989, 0.81837, -1.42023], [6.76714, 0.04263, 0.07276], [11.68371, 0.59963, -0.59791], [10.08330, 0.57443, 0.24040], [9.54660, 1.97025, 0.22228], [10.74374, 0.27000, 1.89416], [11.51743, 0.81583, -1.65438], [12.31919, 1.37518, -0.16584], [12.16252, -0.37653, -0.49999], [11.43741, 1.06588, 2.17136], [11.25254, -0.69579, 1.91171], [9.91180, 0.25252, 2.59967]],
  "nbo_charge": [-0.728, 0.475, -0.697, -0.506, 0.110, 0.349, -0.328, -0.044, 0.007, -0.260, 0.133, -0.595, 0.881, -0.620, 0.087, 0.229, 0.257, 0.259, 0.232, 0.250, 0.243, 0.259, -0.829, 1.241, -0.992, -0.834, 0.234, 0.227, 0.222, 0.221, 0.269, 0.237, -0.830, 1.242, -0.983, -0.828, 0.242, 0.230, 0.228, 0.231, 0.228, 0.243, -0.828, 1.243, -0.999, -0.840, 0.235, 0.236, 0.229, 0.266, 0.225, 0.234, -0.826, 1.239, -0.988, -0.827, 0.241, 0.233, 0.230, 0.233, 0.229, 0.245],
  "e_homo_ha": -0.2827,
  "orbital_gap_ev": 6.548,
  "lumo_energy_ev": -1.145,
  "molar_mass_g_mol": 556.24
}

***

# 2
{
  "formula": "C36H37HfN3O4P2S2",
  "method": "ωB97M-V with the def2-TZVPD basis set",
  "elements": ["Hf", "O", "N", "C", "C", "C", "C", "C", "C", "C", "P", "C", "C", "C", "C", "C", "C", "C", "C", "C", "C", "C", "C", "H", "H", "H", "H", "H", "H", "H", "H", "H", "H", "H", "H", "H", "H", "H", "H", "C", "C", "O", "P", "S", "S", "O", "C", "C", "H", "H", "H", "H", "H", "H", "H", "H", "H", "H", "C", "C", "C", "C", "C", "C", "C", "H", "H", "H", "H", "H", "N", "C", "O", "C", "C", "C", "C", "N", "C", "H", "H", "H", "H", "H", "H"],
  "positions_angstrom": [[0.09936, -0.10414, -0.32175], [1.75478, -1.92674, 0.62225], [1.15175, -0.77193, 1.24539], [1.76940, -0.41383, 2.38917], [1.45646, 0.63924, 3.23762], [2.18404, 0.71077, 4.46679], [1.89608, 1.61081, 5.44615], [0.85274, 2.53429, 5.26724], [0.18027, 2.55795, 4.06735], [0.45782, 1.65837, 3.03328], [-0.34830, 1.92167, 1.44543], [0.39908, 3.46755, 0.77513], [0.31504, 3.70088, -0.59899], [0.86055, 4.85027, -1.14522], [1.49457, 5.77651, -0.33454], [1.59239, 5.54348, 1.02705], [1.05851, 4.39043, 1.57708], [-1.97417, 2.57007, 1.98838], [-2.53601, 3.74827, 1.50424], [-3.77651, 4.16170, 1.95693], [-4.47524, 3.40268, 2.87919], [-3.92741, 2.21929, 3.35425], [-2.69119, 1.80322, 2.90734], [2.02950, -2.52599, 1.34329], [2.59817, -1.05122, 2.69875], [2.99028, 0.00281, 4.60931], [2.46581, 1.61317, 6.36678], [0.59957, 3.22940, 6.05405], [-0.60024, 3.29671, 3.92259], [-0.19895, 2.99477, -1.23516], [0.79572, 5.02235, -2.21071], [1.91954, 6.67426, -0.76242], [2.09159, 6.26036, 1.66500], [1.15773, 4.20783, 2.63681], [-1.99466, 4.34311, 0.78194], [-4.19273, 5.09534, 1.60232], [-5.44536, 3.72848, 3.22606], [-4.47007, 1.62509, 4.07500], [-2.26476, 0.87126, 3.25536], [-6.03607, 1.12673, 0.35182], [-4.68660, 1.35083, -0.30194], [-4.33925, 0.18618, -1.03384], [-2.80276, -0.34585, -1.01613], [-1.70362, 1.06791, -1.91313], [-2.35567, -0.96839, 0.80739], [-3.03469, -1.60371, -1.99443], [-3.65244, -1.36296, -3.25961], [-2.93970, -2.13430, -4.35364], [-6.34339, 2.03405, 0.86172], [-5.95956, 0.31893, 1.07483], [-6.77285, 0.86062, -0.40265], [-3.92829, 1.55539, 0.46050], [-4.71599, 2.20140, -0.99249], [-3.62525, -0.28950, -3.47982], [-4.69772, -1.67488, -3.17045], [-1.91182, -1.79186, -4.44418], [-3.45813, -1.97322, -5.29562], [-2.93189, -3.19669, -4.12575], [1.62303, 1.11191, -1.02957], [2.07449, 0.79785, -2.30352], [2.78055, -0.41632, -2.57567], [3.26481, -0.69483, -3.82971], [3.07569, 0.18974, -4.88659], [2.39954, 1.38340, -4.65061], [1.93263, 1.70056, -3.40101], [2.92747, -1.11374, -1.75732], [3.78832, -1.62758, -4.00228], [3.44127, -0.04796, -5.87651], [2.24473, 2.07565, -5.47089], [1.40308, 2.62971, -3.23700], [-1.24531, -5.45628, 0.20922], [-0.58537, -5.48270, -1.00410], [-0.23869, -6.55671, -1.48671], [-0.29148, -4.19255, -1.62260], [0.18927, -4.15241, -2.96974], [0.41828, -2.92521, -3.54768], [0.18522, -1.76257, -2.82956], [-0.19823, -1.79733, -1.51959], [-0.41339, -2.98380, -0.95819], [-1.53732, -6.36017, 0.54917], [-1.83806, -4.68081, 0.44977], [0.34663, -5.08060, -3.49370], [0.77999, -2.84021, -4.56144], [0.27717, -0.78248, -3.27928], [-0.68657, -2.95617, 0.09217]],
  "lowdin_spin": [-0.063, 0.005, 0.180, 0.071, 0.055, 0.033, 0.020, 0.069, 0.004, 0.075, 0.018, 0.014, 0.010, 0.003, 0.000, 0.002, 0.000, 0.002, 0.000, 0.000, 0.000, 0.000, 0.001, 0.002, 0.005, 0.001, 0.000, 0.005, -0.001, 0.005, 0.000, 0.000, 0.000, 0.000, 0.000, 0.000, 0.000, 0.000, 0.001, 0.000, 0.000, -0.001, -0.009, -0.003, 0.004, 0.000, 0.000, 0.000, 0.000, 0.000, 0.000, 0.000, 0.000, 0.000, 0.000, 0.000, 0.000, 0.000, 0.393, 0.080, 0.032, 0.000, 0.011, 0.001, 0.025, 0.003, 0.000, 0.001, 0.000, 0.001, -0.001, 0.000, 0.001, -0.002, -0.017, 0.000, -0.017, -0.007, -0.007, 0.000, 0.000, -0.001, 0.000, -0.001, -0.001],
  "e_homo_ha": [-0.0847, -0.0746],
  "multiplicity": 2,
  "total_charge": -1,
  "orbital_gap_ev": [4.058, 3.633],
  "de_lowest_kcal_mol": 50.8,
  "lumo_energy_ev": [1.755, 1.602],
  "s_squared": 0.875,
  "molar_mass_g_mol": 880.28
}

***

# 3
{
  "formula": "C32H32N4O7P2STl",
  "method": "ωB97M-V with the def2-TZVPD basis set",
  "elements": ["Tl", "O", "C", "O", "C", "C", "C", "C", "C", "C", "P", "C", "C", "C", "C", "C", "C", "C", "C", "C", "C", "C", "C", "H", "H", "H", "H", "H", "H", "H", "H", "H", "H", "H", "H", "H", "H", "N", "C", "C", "C", "C", "C", "C", "S", "O", "O", "N", "C", "N", "C", "C", "C", "N", "H", "H", "H", "H", "H", "H", "H", "H", "H", "C", "O", "P", "O", "C", "O", "C", "H", "H", "H", "H", "H", "H", "H", "H", "H"],
  "positions_angstrom": [[2.12004, 1.02816, -2.58984], [-1.25826, 2.14476, -2.99694], [-1.72083, 1.34383, -2.26196], [-0.96967, 0.18536, -1.92177], [-3.04324, 1.28352, -1.60324], [-3.96189, 2.31816, -1.58132], [-5.13631, 2.12181, -0.87067], [-5.37881, 0.92339, -0.19993], [-4.45486, -0.11226, -0.22655], [-3.28345, 0.08704, -0.94045], [-1.87098, -0.95830, -1.22895], [-1.05204, -1.59309, 0.18802], [-1.27293, -2.92470, 0.54121], [-0.66241, -3.43005, 1.67588], [0.16482, -2.61300, 2.43468], [0.38565, -1.28800, 2.07789], [-0.22611, -0.76684, 0.95208], [-2.21309, -2.22511, -2.41162], [-3.51418, -2.52369, -2.81154], [-3.71792, -3.51226, -3.76127], [-2.63142, -4.17436, -4.31500], [-1.33328, -3.86111, -3.92713], [-1.11361, -2.88826, -2.96906], [-3.74491, 3.24972, -2.08583], [-5.87174, 2.91313, -0.82486], [-6.29882, 0.80215, 0.35548], [-4.64243, -1.03636, 0.30463], [-1.89529, -3.56277, -0.07371], [-0.81960, -4.46183, 1.95842], [0.65549, -3.01388, 3.31205], [1.04687, -0.66880, 2.66738], [-0.02950, 0.25418, 0.64553], [-4.35862, -1.99082, -2.39341], [-4.72259, -3.75897, -4.07520], [-2.79637, -4.93784, -5.06361], [-0.49370, -4.37319, -4.37734], [-0.10914, -2.62090, -2.65390], [2.21913, 0.94007, 5.79678], [2.60500, 0.85274, 4.47465], [3.53808, -0.10825, 4.06715], [3.89708, -0.22691, 2.73820], [3.31645, 0.60578, 1.78948], [2.39682, 1.56919, 2.18078], [2.03899, 1.69489, 3.50949], [3.74374, 0.44522, 0.09097], [5.07166, -0.08152, 0.00691], [3.50126, 1.75759, -0.52331], [2.62484, -0.46001, -0.63771], [2.57988, -1.80692, -0.43496], [3.31367, -2.36161, 0.54190], [3.27432, -3.67815, 0.65965], [2.49835, -4.48260, -0.15976], [1.72838, -3.80967, -1.09035], [1.74571, -2.49233, -1.24576], [2.84240, 0.53926, 6.47761], [1.80300, 1.80696, 6.09305], [3.99466, -0.75310, 4.80837], [4.62610, -0.95831, 2.42124], [1.97513, 2.23494, 1.44315], [1.33092, 2.45922, 3.80957], [3.88682, -4.10639, 1.44658], [2.48289, -5.55788, -0.07029], [1.06130, -4.36498, -1.74520], [2.18395, 4.79155, 0.61264], [0.87356, 4.19869, 0.68889], [0.38475, 3.40430, -0.63842], [-0.14000, 4.58795, -1.59615], [0.39969, 4.76940, -2.90738], [-1.06370, 2.91885, -0.06113], [-1.34719, 2.78580, 1.33572], [2.13262, 5.73197, 0.06435], [2.89287, 4.11041, 0.13400], [2.50590, 4.98487, 1.63244], [-0.37356, 4.55911, -3.64193], [1.25019, 4.10655, -3.08445], [0.73146, 5.80136, -2.99832], [-2.24048, 2.16613, 1.41417], [-1.53542, 3.76167, 1.77798], [-0.52604, 2.30532, 1.87129]],
  "mulliken_charge": [0.885, -0.541, 0.001, -0.029, 0.297, -0.613, -0.692, -0.737, -0.486, 0.314, 1.968, 0.691, -0.965, -0.868, -0.812, -0.126, -0.078, 0.031, -0.494, -0.755, -0.584, -0.770, -0.664, 0.555, 0.452, 0.481, 0.545, 0.491, 0.450, 0.490, 0.348, 0.396, 0.412, 0.452, 0.404, 0.474, 0.821, -0.542, 0.767, -0.954, -0.354, -0.904, 0.118, -0.632, 1.600, -0.751, -0.702, -0.410, -0.079, -0.221, -0.136, -1.061, 0.233, -0.233, 0.230, 0.221, 0.382, 0.550, 0.714, 0.381, 0.460, 0.448, 0.274, -0.878, -0.385, 0.664, -0.391, -0.618, -0.311, -0.413, 0.324, 0.304, 0.289, 0.247, 0.251, 0.299, 0.248, 0.253, -0.025],
  "e_homo_ha": -0.3737,
  "total_charge": 1,
  "orbital_gap_ev": 6.948,
  "de_lowest_kcal_mol": 6.3,
  "lumo_energy_ev": -3.221,
  "molar_mass_g_mol": 883.03
}

***

# 4
{
  "formula": "C4H8O2",
  "method": "ωB97M-V with the def2-TZVPD basis set",
  "elements": ["C", "O", "C", "C", "C", "O", "H", "H", "H", "H", "H", "H", "H", "H"],
  "positions_angstrom": [[-0.15357, 1.12429, -1.56333], [0.20251, 0.93750, -0.20493], [0.16480, -0.42261, 0.18795], [0.91974, -0.57706, 1.49590], [-1.30646, -0.76766, 0.36846], [-1.91390, -1.57376, -0.29338], [-0.52333, 2.14661, -1.66983], [0.71606, 0.98372, -2.21990], [-0.94402, 0.43028, -1.87849], [0.58580, -1.07372, -0.59240], [1.97002, -0.30375, 1.36440], [0.48828, 0.07136, 2.26599], [0.86804, -1.61485, 1.84272], [-1.81034, -0.15035, 1.14563]],
  "nbo_charge": [-0.259, -0.528, -0.008, -0.622, 0.422, -0.510, 0.196, 0.174, 0.180, 0.182, 0.229, 0.217, 0.219, 0.109],
  "e_homo_ha": -0.3538,
  "orbital_gap_ev": 10.662,
  "de_lowest_kcal_mol": 36.3,
  "lumo_energy_ev": 1.035,
  "molar_mass_g_mol": 88.11
}

***

What is the formula in the second record? C36H37HfN3O4P2S2